[1]
50
Properties=species:S:1:pos:R:3 method="wB97M-V/def2-TZVPD" total_charge=+3 homo_energy_ev=-17.53 homo_lumo_gap_ev=5.522 total_energy_ev=-100049.09198
Fe -0.37 0.69 0.29
I -7.66 -0.55 0.89
C -5.79 0.14 0.98
C -5.55 1.49 1.28
C -4.27 1.96 1.32
I -3.84 3.88 1.79
C -3.14 1.04 0.98
O -2.02 1.51 0.84
C -3.41 -0.41 0.79
C -2.27 -1.41 0.75
N -1.18 -1.07 -0.17
C -1.57 -1.13 -1.61
C -1.23 0.16 -2.32
C -1.48 0.34 -3.67
C -1.10 1.53 -4.26
C -0.47 2.51 -3.49
C -0.27 2.26 -2.15
N -0.65 1.11 -1.58
C -4.70 -0.80 0.76
H -6.39 2.15 1.48
H -2.69 -2.39 0.52
H -1.84 -1.46 1.76
H -0.43 -1.76 0.00
H -2.63 -1.34 -1.70
H -1.04 -1.95 -2.09
H -1.95 -0.44 -4.25
H -1.27 1.70 -5.32
H -0.14 3.44 -3.92
H 0.21 2.99 -1.51
H -4.95 -1.84 0.60
F 1.65 0.30 0.22
P 1.80 1.02 1.80
F 1.68 1.63 3.21
F 0.30 0.14 2.08
F 3.05 1.79 1.36
F 2.57 -0.29 2.26
F 0.77 2.15 1.12
N 4.20 -4.05 2.80
C 3.66 -3.45 1.51
C 2.13 -3.37 1.53
N 1.60 -2.72 0.34
H 5.22 -4.10 2.78
H 3.85 -5.00 2.95
H 3.93 -3.48 3.61
H 4.03 -4.08 0.70
H 4.10 -2.46 1.43
H 1.80 -2.81 2.41
H 1.70 -4.37 1.60
H 1.81 -3.27 -0.49
H 2.02 -1.81 0.22

=====

[2]
73
Properties=species:S:1:pos:R:3 method="wB97M-V/def2-TZVPD" de_lowest_kj_mol=0.00 total_charge=+1 homo_energy_ev=-9.94 homo_lumo_gap_ev=7.829 total_energy_ev=-83314.40429
Cd 14.38 12.69 11.50
C 19.26 14.56 10.66
O 17.98 15.24 10.56
C 16.85 14.60 10.78
O 16.74 13.39 10.95
N 15.86 15.50 10.78
N 14.57 15.07 10.90
H 19.86 14.91 9.86
H 19.10 13.51 10.61
H 19.71 14.82 11.61
H 16.10 16.44 10.50
H 14.09 15.10 10.00
H 14.08 15.69 11.55
O 10.80 13.25 15.75
C 9.96 13.12 14.69
C 8.56 13.09 14.85
C 7.76 12.98 13.78
C 8.28 12.87 12.51
C 9.64 12.89 12.33
C 10.53 12.95 13.45
C 11.99 12.88 13.13
O 12.26 12.98 11.87
N 12.85 12.75 14.12
N 14.16 12.62 13.72
C 14.98 12.88 14.65
S 16.74 12.84 14.48
C 17.07 12.77 16.28
C 16.01 13.59 16.96
S 14.37 13.27 16.22
H 10.22 13.37 16.51
H 8.26 13.22 15.88
H 6.70 12.94 13.97
H 7.62 12.77 11.65
H 10.07 12.90 11.32
H 18.06 13.23 16.37
H 17.09 11.75 16.63
H 16.26 14.62 16.87
H 15.90 13.39 18.03
O 14.87 11.03 10.16
P 15.75 9.84 9.93
C 17.47 10.19 9.46
C 17.75 10.78 8.24
C 19.03 11.20 7.89
C 20.10 10.94 8.76
C 19.83 10.33 9.98
C 18.53 9.95 10.32
C 15.71 8.77 11.38
C 16.44 7.56 11.37
C 16.43 6.76 12.51
C 15.62 7.12 13.59
C 14.85 8.30 13.58
C 14.88 9.08 12.44
C 15.06 8.78 8.60
C 15.82 8.05 7.67
C 15.20 7.09 6.88
C 13.89 6.80 7.09
C 13.11 7.51 7.96
C 13.69 8.50 8.73
H 16.92 11.02 7.61
H 19.26 11.69 7.00
H 21.11 11.22 8.49
H 20.60 10.11 10.68
H 18.44 9.52 11.28
H 17.01 7.21 10.49
H 17.00 5.81 12.55
H 15.59 6.47 14.40
H 14.15 8.52 14.41
H 14.27 9.99 12.37
H 16.86 8.24 7.51
H 15.73 6.51 6.16
H 13.48 5.91 6.59
H 12.09 7.24 8.12
H 13.05 9.07 9.42

=====

[3]
62
Properties=species:S:1:pos:R:3 method="wB97M-V/def2-TZVPD" smiles="[H]/N=C1/C(=C/c2ccc(OCc3ccccc3F)c(OC)c2)C(=O)N=C2SC(CC(=O)N3CCOCC3)=NN21" de_lowest_kj_mol=23.71 homo_energy_ev=-8.05 homo_lumo_gap_ev=7.279 total_energy_ev=-58590.65254
H -2.64 0.64 1.59
N -1.75 0.26 1.27
C -1.82 -0.88 0.73
C -0.65 -1.59 0.20
C 0.49 -0.84 0.16
C 1.82 -1.02 -0.35
C 2.33 -2.17 -0.96
C 3.61 -2.19 -1.44
C 4.47 -1.09 -1.33
O 5.71 -1.29 -1.84
C 6.77 -0.39 -1.60
C 7.08 -0.20 -0.14
C 6.73 -1.13 0.83
C 7.01 -0.92 2.16
C 7.66 0.24 2.56
C 8.03 1.18 1.62
C 7.74 0.95 0.29
F 8.10 1.88 -0.62
C 3.97 0.09 -0.73
O 4.80 1.18 -0.67
C 4.39 2.31 0.07
C 2.67 0.09 -0.25
C -0.82 -3.01 -0.18
O 0.09 -3.81 -0.25
N -2.11 -3.44 -0.46
C -3.11 -2.74 -0.10
S -4.79 -3.18 -0.33
C -5.22 -1.68 0.54
C -6.63 -1.32 0.79
C -6.78 0.16 1.15
O -7.23 0.49 2.23
N -6.40 1.06 0.22
C -5.94 0.80 -1.12
C -6.85 1.56 -2.11
O -6.90 2.93 -1.82
C -7.37 3.16 -0.51
C -6.47 2.48 0.52
N -4.22 -0.99 0.91
N -3.05 -1.55 0.56
H 0.33 0.16 0.56
H 1.72 -3.06 -1.04
H 4.02 -3.07 -1.90
H 6.58 0.58 -2.07
H 7.63 -0.85 -2.10
H 6.22 -2.04 0.52
H 6.72 -1.66 2.90
H 7.87 0.41 3.61
H 8.54 2.09 1.90
H 3.52 2.80 -0.39
H 5.24 2.99 0.04
H 4.16 2.05 1.10
H 2.28 0.99 0.21
H -7.25 -1.59 -0.06
H -6.99 -1.88 1.66
H -5.95 -0.26 -1.36
H -4.91 1.18 -1.23
H -6.47 1.46 -3.12
H -7.87 1.13 -2.05
H -7.36 4.25 -0.37
H -8.40 2.79 -0.41
H -6.87 2.59 1.53
H -5.46 2.90 0.47

=====

[4]
63
Properties=species:S:1:pos:R:3 method="wB97M-V/def2-TZVPD" de_lowest_kj_mol=0.00 total_charge=+2 homo_energy_ev=-14.26 homo_lumo_gap_ev=6.081 total_energy_ev=-46610.59574
Ir 0.49 -0.41 0.33
N 2.06 -0.47 1.76
N 3.33 -0.33 1.17
C 3.46 0.04 -0.10
N 4.65 0.19 -0.63
S 2.06 0.36 -1.07
H 1.93 0.25 2.48
H 2.02 -1.39 2.20
H 4.13 -0.56 1.75
H 5.50 0.05 -0.10
H 4.76 0.40 -1.61
C -1.94 -2.98 -0.41
C -1.51 -2.56 -1.79
C -1.48 -3.47 -2.84
C -1.12 -3.06 -4.12
C -0.81 -1.73 -4.37
C -0.83 -0.79 -3.35
C -0.59 0.67 -3.64
C -1.16 -1.25 -2.08
N -1.06 -0.32 -0.97
C -1.96 0.57 -0.72
C -3.24 0.72 -1.46
C -1.62 1.49 0.42
C -2.59 2.52 0.87
N -0.46 1.28 0.94
C 0.05 2.02 2.06
C 0.70 3.23 1.84
C 0.79 3.84 0.47
C 1.25 3.87 2.95
C 1.14 3.31 4.22
C 0.48 2.10 4.40
C -0.08 1.43 3.32
C -0.84 0.14 3.51
H -2.06 -4.06 -0.36
H -2.90 -2.53 -0.14
H -1.21 -2.71 0.35
H -1.73 -4.51 -2.66
H -1.08 -3.78 -4.92
H -0.56 -1.42 -5.38
H -0.19 0.80 -4.65
H 0.10 1.15 -2.95
H -1.53 1.24 -3.60
H -3.30 0.00 -2.28
H -3.34 1.73 -1.85
H -4.08 0.56 -0.78
H -3.54 2.06 1.13
H -2.79 3.22 0.05
H -2.21 3.08 1.73
H 1.02 3.10 -0.30
H 1.56 4.61 0.44
H -0.15 4.32 0.19
H 1.76 4.81 2.82
H 1.56 3.83 5.07
H 0.39 1.68 5.39
H -0.61 -0.31 4.48
H -0.62 -0.61 2.74
H -1.92 0.31 3.48
B 1.78 -4.81 -0.69
C 1.44 -3.33 -0.37
N 1.17 -2.23 -0.10
H 0.98 -5.45 -0.05
H 1.61 -4.91 -1.88
H 2.92 -4.98 -0.34